Entry 1:
73
Properties=species:S:1:pos:R:3:forces:R:3:lowdin_charge:R:1 method="wB97M-V/def2-TZVPD" e_tot_ev=-42117.1888 relative_energy_kj_mol=15.9 gap_ev=8.49 homo_ev=-7.7905
C 0.4295 8.1804 -0.0141 0.0323 -0.0322 -0.0447 -0.05
C 1.4893 7.2173 -0.4599 0.1255 0.0032 0.0387 -0.24
C 2.8239 7.5996 -0.4285 0.0204 -0.0029 -0.0099 -0.06
C 3.8134 6.7345 -0.8532 0.0491 0.0407 0.0112 -0.08
C 3.4816 5.4640 -1.2823 0.0006 -0.1355 -0.0175 -0.03
C 2.1525 5.0533 -1.3052 0.0516 0.2291 0.0355 -0.20
C 1.1433 5.9465 -0.9200 0.0240 -0.0697 0.0067 -0.16
C -0.3009 5.5566 -1.0353 0.0701 0.0469 0.0005 -0.04
H -0.8772 6.3726 -1.4667 -0.1080 0.0319 0.0051 0.08
H -0.7299 5.3299 -0.0585 -0.1178 -0.0355 0.0587 0.09
H -0.4006 4.6843 -1.6744 -0.0729 -0.0447 -0.0183 0.07
N 1.7780 3.7625 -1.7447 0.0918 -0.0140 -0.0873 -0.12
C 2.6425 3.0961 -2.6964 -0.1865 -0.1439 -0.2790 -0.15
H 2.9535 3.8136 -3.4572 0.0386 -0.0326 0.0280 0.13
C 1.8474 1.9637 -3.3490 0.4369 0.0389 -0.2226 -0.11
N 1.3895 1.0334 -2.3348 -0.0725 0.3982 -0.2116 -0.04
C 1.8854 -0.2271 -2.3227 -0.3312 -0.2789 0.2141 -0.43
O 2.6565 -0.6107 -3.1841 0.2623 -0.2316 -0.0995 0.06
C 1.4417 -1.1491 -1.1937 0.2517 -0.1292 -0.2625 -0.22
C 1.5889 -2.6121 -1.6184 -0.0803 0.1531 0.0530 -0.12
H 2.6465 -2.8239 -1.7764 -0.0087 0.0000 -0.0636 0.12
C 0.9884 -3.5195 -0.5331 -0.0766 -0.2401 -0.3796 -0.13
N 1.0889 -2.8800 0.7604 -0.0172 -0.0026 0.1186 -0.07
C 0.0224 -2.6460 1.5439 -0.1769 -0.0689 0.2941 -0.22
N 0.1976 -1.8668 2.6254 0.4046 -0.0163 -0.3381 0.13
C -0.8079 -1.6509 3.4524 -0.2539 0.1275 0.2526 -0.23
N -2.0456 -2.1007 3.3777 -0.5480 -0.1364 0.1275 0.13
C -2.2331 -2.8699 2.3032 1.0725 0.3234 -0.1689 -0.23
N -3.3810 -3.4870 1.9056 0.3035 0.0685 -0.1214 0.04
C -3.0767 -4.1503 0.7479 0.1560 0.0112 -0.3372 -0.29
N -1.8343 -3.9954 0.3824 -0.1466 -0.3742 -0.3797 0.16
C -1.2627 -3.1907 1.3394 -0.6598 0.2536 0.6246 -0.13
C -4.0775 -4.9640 0.0147 -0.0040 -0.2166 0.0757 -0.11
H -3.5848 -5.3494 -0.8783 -0.0113 0.1269 0.0303 0.12
C -4.6124 -6.1277 0.8580 -0.2777 0.0953 -0.0935 -0.19
C -5.6410 -5.7083 1.9082 0.2541 -0.1646 0.1587 -0.21
C -5.0760 -4.8589 3.0467 -0.1869 0.1339 -0.1861 -0.17
C -4.6343 -3.4627 2.6072 -0.3892 -0.1173 0.4026 -0.12
H -4.4778 -2.8212 3.4781 -0.0576 -0.0163 -0.1523 0.12
H -5.4033 -3.0117 1.9685 0.0609 0.0295 0.1090 0.13
H -5.8479 -4.7429 3.8100 0.0316 0.0056 0.0457 0.11
H -4.2273 -5.3712 3.5052 0.0090 0.0186 0.0928 0.12
H -6.0749 -6.6129 2.3409 -0.0735 0.0312 -0.0302 0.11
H -6.4506 -5.1595 1.4195 -0.0850 -0.0158 -0.0122 0.11
H -3.7745 -6.6327 1.3432 0.0240 -0.0819 -0.0257 0.12
H -5.0865 -6.8456 0.1852 0.0557 -0.0351 0.0149 0.11
H -4.9114 -4.3286 -0.2989 -0.0305 -0.0135 -0.0812 0.12
H -0.5848 -1.0145 4.2995 0.0129 0.0494 0.0824 0.10
C 2.3115 -2.1409 0.9543 0.2524 0.2581 0.2011 -0.14
H 2.3752 -1.8526 2.0029 0.1511 -0.0875 -0.1628 0.11
C 2.3229 -0.8983 0.0449 -0.1548 -0.1025 0.0849 -0.10
H 3.3458 -0.6891 -0.2733 0.0260 0.0532 -0.0051 0.13
H 1.9540 -0.0346 0.5990 0.0456 0.0600 0.0349 0.10
H 3.1435 -2.8055 0.7075 -0.0157 0.0195 0.0262 0.13
H -0.0620 -3.7319 -0.7330 0.2739 -0.0070 -0.0434 0.09
H 1.5292 -4.4734 -0.5012 -0.0896 0.0121 -0.0498 0.13
H 1.0793 -2.7782 -2.5672 0.0707 -0.0637 -0.0194 0.12
H 0.3894 -0.9746 -0.9515 0.0430 0.0538 0.0314 0.14
C 0.5789 1.6887 -1.3363 -0.0031 0.1077 0.4212 -0.12
C 1.3723 2.8380 -0.7039 -0.2928 -0.2009 0.0156 -0.14
H 0.7561 3.3575 0.0292 -0.0028 -0.0111 0.0054 0.12
H 2.2520 2.4198 -0.1826 -0.0654 0.0454 0.0170 0.13
H 0.2547 0.9967 -0.5632 0.0086 -0.0351 -0.0432 0.11
H -0.3083 2.1020 -1.8323 0.0173 -0.0214 0.1146 0.13
H 2.4685 1.4110 -4.0544 -0.1117 0.0975 0.0636 0.12
H 0.9772 2.3792 -3.8676 0.0537 0.0188 0.0120 0.13
H 3.5388 2.6622 -2.2215 -0.0006 0.0576 -0.0398 0.13
H 4.2627 4.7862 -1.5906 0.0613 -0.0956 -0.0391 0.10
H 4.8483 7.0435 -0.8369 0.0851 0.0217 0.0019 0.10
H 3.0870 8.5864 -0.0763 0.0066 0.1045 0.0386 0.11
H 0.8803 9.0689 0.4204 -0.0135 0.0616 0.0295 0.07
H -0.2230 7.7226 0.7277 -0.1054 0.0333 0.0512 0.08
H -0.1887 8.4896 -0.8571 -0.1070 0.0541 -0.0047 0.08

---

Entry 2:
75
Properties=species:S:1:pos:R:3:forces:R:3:lowdin_charge:R:1 method="wB97M-V/def2-TZVPD" e_tot_ev=-149475.7910 relative_energy_kj_mol=150.3 charge=+2 gap_ev=7.09 homo_ev=-13.1488
Zr -0.0786 0.1461 0.2575 0.5815 0.3828 0.4563 0.93
S -1.8064 1.9731 -0.0834 0.0188 -0.1068 -0.3154 0.60
C -1.6880 2.4673 1.5987 0.2725 0.2705 0.2667 -0.68
C -2.8362 2.7523 2.3378 0.1904 -0.0540 -0.1277 -0.11
C -2.7351 3.2364 3.6279 0.0410 0.0480 -0.0848 -0.04
C -1.4877 3.4607 4.1927 0.1083 -0.0006 0.0150 -0.04
C -0.3356 3.1983 3.4711 -0.0273 -0.0783 0.0238 -0.07
C -0.4357 2.6837 2.1889 -0.0572 0.1695 -0.0993 -0.53
S 1.0174 2.4702 1.1525 -0.1857 -0.6343 0.4670 0.96
C 2.1591 1.5004 2.2267 -0.0940 0.4002 0.1959 -0.36
C 2.9682 0.6040 1.3412 0.4351 0.1104 0.0504 -0.33
C 4.3479 0.7380 1.2700 -0.2878 -0.1696 -0.0295 0.02
C 5.0646 -0.1104 0.4391 -0.2224 -0.0802 -0.0222 0.00
C 4.3811 -1.0833 -0.2661 -0.1579 0.1642 0.2486 0.01
C 2.9957 -1.1540 -0.1486 0.2717 -0.0716 0.1255 -0.33
C 2.2986 -2.2510 -0.9042 -0.2352 0.1981 -0.0834 -0.32
S 0.4730 -2.2373 -0.8007 0.2436 -0.2881 0.8624 0.90
C 0.2718 -3.2322 0.6781 -0.0800 -0.1854 -0.0840 -0.54
C 0.2969 -4.6027 0.4284 0.0165 0.0956 -0.0303 -0.11
C 0.2469 -5.5090 1.4635 0.0616 -0.0202 -0.0012 -0.05
C 0.1675 -5.0381 2.7672 -0.0367 -0.0770 -0.1288 -0.04
C 0.0929 -3.6847 3.0165 -0.0850 0.2194 -0.0582 -0.10
C 0.1340 -2.7408 1.9832 0.2229 -0.2708 -0.2087 -0.63
S -0.0028 -1.0548 2.4624 -0.2862 0.2391 0.0358 0.66
N 2.2969 -0.3099 0.6155 0.1714 0.1662 -0.2047 -0.01
H -3.7972 2.6132 1.8670 -0.1232 -0.0375 0.0148 0.12
H -3.6331 3.4704 4.1780 -0.0595 0.0158 0.0899 0.12
H -1.4078 3.8763 5.1816 0.0058 0.0327 0.2065 0.12
H 0.6361 3.4095 3.8871 0.1101 0.0579 0.1540 0.12
H 1.5453 0.9101 2.9175 0.2200 0.1873 -0.0736 0.04
H 2.7966 2.1913 2.7796 -0.0410 -0.1395 -0.0327 0.10
H 4.8475 1.4914 1.8569 0.0286 0.0921 0.0605 0.13
H 6.1328 -0.0142 0.3505 0.2035 -0.0149 0.0049 0.13
H 4.8995 -1.7887 -0.8957 0.0804 -0.0578 -0.0836 0.13
H 2.6425 -3.2207 -0.5302 -0.1920 0.0687 -0.1170 0.12
H 2.5562 -2.1953 -1.9626 0.0472 -0.0578 -0.0371 0.08
H 0.3638 -4.9347 -0.5970 0.0005 -0.1431 -0.0869 0.11
H 0.2789 -6.5645 1.2515 -0.0022 -0.1506 0.0280 0.12
H 0.1566 -5.7335 3.5887 -0.0536 -0.1020 0.1659 0.12
H -0.0143 -3.3236 4.0272 0.0419 0.0188 0.1411 0.11
C -1.4765 -0.0745 -3.1106 -0.0149 0.0902 -0.1539 -0.12
C -0.4730 0.1777 -4.2355 -0.0560 0.0551 0.3293 -0.24
C 0.9338 -0.3038 -3.9091 0.1004 0.3418 0.2191 -0.30
S 1.8705 0.6401 -2.6362 -0.2111 -0.0296 -1.1869 1.09
O 0.9213 0.6550 -1.4317 -0.0701 0.1339 -0.6460 -0.80
C 1.8162 2.3719 -3.2615 0.0414 -0.1121 0.3416 -0.28
C 0.6970 3.1929 -2.6369 -0.1027 0.0992 0.3256 -0.30
C 1.0365 4.6785 -2.6417 -0.0172 -0.1016 -0.1403 -0.08
H -2.4804 0.1313 -3.4759 -0.0781 -0.0221 0.0807 0.09
H -1.2898 0.5952 -2.2637 -0.1777 -0.1671 -0.2093 0.00
H -1.4363 -1.1207 -2.7844 -0.0491 0.1407 0.0020 0.06
H -0.4623 1.2383 -4.4903 -0.0036 -0.0284 -0.1306 0.10
H -0.7969 -0.3653 -5.1267 0.1003 0.0568 -0.0101 0.13
H 1.5727 -0.2763 -4.7910 0.2174 -0.0160 -0.0011 0.11
H 0.9029 -1.3315 -3.5341 0.1648 0.0606 -0.0025 0.07
H 1.7645 2.3366 -4.3472 0.0517 -0.1614 -0.1103 0.11
H 2.7878 2.7818 -2.9760 0.0019 -0.0899 -0.0385 0.10
H 0.5489 2.8751 -1.5978 -0.0762 0.0899 -0.3470 0.03
H -0.2422 3.0408 -3.1704 -0.0221 -0.1601 0.0882 0.11
H 1.9700 4.8648 -2.1143 0.0666 0.0705 0.0470 0.08
H 0.2430 5.2346 -2.1491 -0.0161 0.0676 0.0206 0.09
H 1.1306 5.0537 -3.6575 0.0541 0.1154 -0.0729 0.09
C -2.9575 -3.0242 0.2894 0.3831 0.0821 -0.1143 -0.25
As -2.5140 -1.0876 0.3244 -2.4924 -1.1371 0.3228 0.97
C -3.2847 -0.6999 2.0932 0.1364 0.1654 0.1115 -0.28
C -4.0635 -0.5471 -0.7767 0.2757 0.1588 -0.1125 -0.28
H -4.0398 -3.1410 0.3892 0.1397 0.2042 -0.0455 0.05
H -2.4757 -3.5634 1.1053 0.0483 0.1347 -0.0244 0.03
H -2.6379 -3.4702 -0.6565 -0.0626 0.0509 0.0804 0.03
H -4.3672 -0.5772 2.0114 0.1350 0.0003 -0.1529 0.05
H -2.8456 0.2034 2.5227 -0.1119 -0.2063 -0.0727 -0.01
H -3.0805 -1.5376 2.7640 0.1112 0.0842 -0.1625 0.04
H -4.9764 -0.9329 -0.3095 0.3212 -0.0055 -0.0076 0.04
H -3.9775 -0.9659 -1.7788 0.0093 -0.0262 0.0322 0.02
H -4.1285 0.5393 -0.8489 0.0568 -0.1362 0.0368 0.00

---

Entry 3:
101
Properties=species:S:1:pos:R:3:forces:R:3:lowdin_charge:R:1 method="wB97M-V/def2-TZVPD" e_tot_ev=-419960.7849 gap_ev=1.48 homo_ev=-6.4591
C -0.0468 0.2534 -3.1675 -0.0347 -0.7757 0.9787 0.01
B 0.2039 -1.2710 -3.6238 -0.7502 1.8033 -0.8445 -0.41
O 0.0835 -1.6087 -4.9867 -0.7236 -0.8661 1.9126 0.11
C 0.5415 -2.3206 -2.4297 1.5423 -1.8483 1.6851 0.08
C 1.8638 -2.1764 -1.7523 -1.9049 -2.1805 -0.0485 0.06
C 2.8216 -1.0611 -2.2849 0.7844 0.4534 0.3015 -0.46
O 2.7657 0.0166 -1.7849 -0.4295 -0.3756 -0.0526 0.20
O 3.7233 -1.2832 -3.3235 -0.9996 -1.1099 1.6157 0.13
C 2.2077 -3.0694 -0.6292 -1.0548 0.3302 -1.4059 -0.07
C 3.5874 -2.8425 0.0833 -0.1362 -0.0453 0.0862 -0.11
C 4.5212 -4.1166 0.1609 -0.1863 -0.5615 0.9651 -0.07
C 5.1016 -4.3053 1.6206 0.5941 -0.4252 -0.5205 -0.54
F 6.1153 -3.4085 1.8055 -1.2147 -0.8427 0.1685 0.13
F 5.6459 -5.5708 1.7880 -0.7184 1.4980 -0.3276 0.09
F 4.1787 -4.1576 2.6205 1.0619 -0.1338 -1.1180 0.03
C 1.2119 -4.0885 -0.2611 1.0976 1.6545 -0.4846 -0.40
Cl 1.6238 -5.1431 1.1195 -0.8550 1.0428 -1.5111 0.75
N -0.0205 -4.2264 -0.9203 0.8793 0.5918 0.1503 -0.01
C -0.9632 -5.2902 -0.4411 -0.4528 -1.2830 -0.5887 -0.10
C -0.5626 -6.7303 -1.0209 0.4486 -0.2175 0.2042 -0.41
O -0.4195 -7.6744 -0.2949 -0.2876 0.8719 -0.3729 0.09
O -0.4262 -6.9119 -2.3987 0.3619 1.2772 1.5497 0.10
C -0.3577 -3.3825 -1.9831 1.2661 1.3551 -0.9303 -0.12
C -1.7075 -3.5106 -2.7678 0.1187 -0.8543 1.1394 -0.07
C -2.7473 -2.5058 -2.1480 0.1357 0.0155 -0.5276 -0.72
O -3.4170 -1.7725 -2.7781 0.2903 -0.3092 0.0975 0.10
Br -2.8941 -2.5224 -0.1701 0.1853 -0.1020 -0.6391 0.76
H -1.1366 0.5229 -3.2793 0.9970 -0.3003 -0.0927 0.08
H 0.1785 0.3515 -2.0651 -0.1318 0.2549 -1.1680 0.08
H 0.5434 0.9894 -3.7680 -0.5034 -0.5635 0.4628 0.10
H -0.8790 -1.6110 -5.1716 0.6913 0.4635 -0.5683 0.12
H 4.1771 -2.1289 -3.1255 -0.2823 0.2998 -0.6185 0.13
H 4.1885 -2.0372 -0.4269 -1.0029 -0.7024 0.3229 0.13
H 3.3499 -2.4124 1.1008 0.3046 -0.6919 -0.8889 0.07
H 5.4162 -4.0435 -0.5025 -0.7641 0.0926 0.5228 0.14
H 3.9791 -5.0608 -0.1224 0.5660 0.9656 0.3690 0.10
H -1.0395 -5.3197 0.6882 0.3854 0.0623 -1.1381 0.02
H -2.0106 -5.1197 -0.7997 1.1553 0.2174 0.3071 0.10
H 0.1568 -6.1926 -2.7153 -0.5291 -0.2940 -0.2740 0.12
H -1.5650 -3.3670 -3.8742 -0.0531 0.2715 1.2601 0.14
H -2.1620 -4.5393 -2.6706 0.5013 1.0457 -0.0443 0.13
C -4.5457 5.2057 -3.6173 -0.1109 -0.4771 -0.2396 -0.06
C -3.1242 5.5701 -4.0124 -1.2097 0.3990 0.3030 -0.37
O -2.4048 4.3972 -4.4347 0.0203 -0.9763 -0.5175 -0.05
C -2.6165 3.9984 -5.6833 -0.5731 1.4640 0.9766 -0.41
O -3.3548 4.5292 -6.4645 0.2900 -0.6738 -0.3547 0.17
C -1.7452 2.7827 -5.9949 0.8458 -0.7023 -0.5618 -0.51
F -1.7717 1.8620 -5.0027 -0.2426 0.1705 -0.0515 0.12
F -0.4566 3.1213 -6.1650 -0.3430 0.1333 0.1495 0.16
F -2.1238 2.1465 -7.1142 -0.2128 0.2951 0.2760 0.15
H -4.5436 4.4175 -2.8596 0.0195 0.1269 0.0925 0.08
H -5.0694 6.0768 -3.2211 0.0823 -0.0018 -0.0150 0.07
H -5.1078 4.8243 -4.4731 -0.0173 0.1361 -0.0099 0.07
H -2.5965 5.9691 -3.1486 0.0622 -0.2983 -0.0654 0.02
H -3.1045 6.3382 -4.7833 0.0059 -0.2438 -0.0634 0.05
C 1.8962 -3.1825 5.0381 1.7708 1.0994 1.1984 -1.53
Br 0.1490 -3.9869 4.6531 -0.3628 -0.3930 0.4440 0.50
Br 2.3764 -1.9095 3.6587 -0.3374 0.1110 0.0677 0.64
Br 1.9667 -2.4400 6.7915 -0.8534 -0.2824 -0.7057 0.81
H 2.6263 -3.9852 5.0001 -0.3441 -0.0930 -0.2526 -0.03
C -2.8372 10.6014 -2.1845 0.1061 0.0844 -0.0347 -0.10
C -4.2658 10.8090 -2.6737 0.2564 0.1588 0.2446 -0.26
C -4.8712 9.5474 -3.2929 0.3892 0.1296 -0.4346 -0.18
C -4.0680 9.1209 -4.4682 -0.4694 -0.0634 0.3950 -0.22
N -3.4441 8.7955 -5.3762 -0.1067 0.0782 0.0205 0.16
H -2.1633 10.3461 -3.0057 -0.0650 -0.1049 0.0294 0.07
H -2.4576 11.5162 -1.7252 -0.0766 -0.0962 0.0250 0.06
H -2.7898 9.8023 -1.4398 0.0344 0.0246 -0.0358 0.08
H -4.2757 11.6217 -3.4048 -0.1294 -0.0530 0.0107 0.12
H -4.8871 11.1258 -1.8327 -0.0831 -0.0817 -0.1477 0.08
H -5.8964 9.7397 -3.6152 0.0536 -0.1043 -0.0654 0.11
H -4.8926 8.7352 -2.5623 0.0523 -0.0147 -0.0759 0.11
C -1.4173 -9.6122 1.6181 0.6102 -0.1380 0.3780 -0.24
C -2.4425 -10.1137 2.6586 -0.7550 0.5974 -1.8825 -0.60
O -3.5211 -9.4141 2.4964 0.3813 -0.2860 0.8035 -0.15
H -1.1797 -8.5461 1.7624 -0.4803 0.3284 -0.3198 -0.01
H -0.4745 -10.1840 1.7198 0.6333 -0.6112 -0.3716 0.01
H -1.7671 -9.7464 0.5966 0.0507 0.1523 0.1243 0.10
H -1.8948 -10.0503 3.6765 0.7113 0.3236 1.1048 0.04
H -2.4975 -11.2099 2.5077 -0.0966 -0.1683 0.2938 0.12
Be -1.4869 -4.4936 3.1753 -0.3144 -0.4728 -0.4570 0.18
C 7.2817 -0.5540 10.8655 0.0540 0.2258 0.3335 -0.04
O 7.3201 -1.4982 9.7951 -0.0740 -0.0883 -0.1814 0.00
C 6.3098 -1.3815 8.9259 0.0799 -0.0259 0.0767 -0.61
O 5.4182 -0.5771 8.9818 0.1158 -0.1151 -0.0554 0.13
O 6.4650 -2.3183 7.9808 0.1407 0.0061 0.0563 0.00
C 5.4477 -2.3086 6.9802 -0.2176 -0.0433 -0.1102 -0.08
H 8.1442 -0.7436 11.5021 0.0091 -0.1815 -0.2060 0.09
H 7.3494 0.4648 10.4827 -0.1641 -0.0682 0.0029 0.10
H 6.3763 -0.6822 11.4595 -0.0201 0.1044 -0.1456 0.10
H 5.4429 -1.3580 6.4443 -0.1239 0.0066 0.1376 0.10
H 4.4682 -2.5054 7.4194 0.3316 0.1969 -0.0283 0.00
H 5.6756 -3.1045 6.2708 0.2098 -0.0209 0.1734 0.09
O -3.3944 13.2139 0.0711 -0.1384 -0.3466 -0.3979 -0.16
S -4.7896 13.6159 -0.1515 -0.0861 0.1777 0.1350 0.27
O -5.1336 14.6873 0.7886 -0.3994 -0.0709 -0.2999 -0.17
O -5.6785 12.4684 0.0705 0.2675 -0.0029 0.3907 -0.18
O -4.9429 14.0874 -1.5329 0.3601 0.2587 0.1955 -0.17
Ca 0.3550 -8.8887 3.3446 -1.4982 -0.0050 0.0183 1.49
Cl -0.6587 6.5908 -4.0145 1.3619 0.6171 0.0325 -0.10
F -0.3083 -2.4638 8.1494 0.2473 -0.1859 -0.3372 -0.85